Molecular formula: H24HeO12
Method: DFT, wB97M-V/def2-TZVPD

XYZ file:
```
37
Properties=species:S:1:pos:R:3:forces:R:3:nbo_charge:R:1
He 0.228 0.061 0.040 0.0 -0.2 0.1 0.0009
O -0.819 -0.245 3.381 -0.7 -0.3 0.5 -0.9864
H -0.306 -1.024 3.166 0.2 -0.1 -0.2 0.4721
H -0.220 0.486 3.234 0.1 0.6 -0.3 0.4897
O -1.645 2.207 -2.416 0.0 0.6 -0.1 -0.9726
H -1.672 2.407 -3.352 0.0 0.1 -0.2 0.4628
H -1.666 1.251 -2.375 -0.1 -0.8 0.1 0.4955
O 3.217 -2.273 0.547 0.1 0.0 0.6 -0.9617
H 3.722 -1.460 0.586 0.3 0.1 0.2 0.4665
H 2.740 -2.220 -0.280 -0.5 -0.1 -0.7 0.4931
O 1.526 -2.080 -1.856 -0.1 -0.2 0.4 -0.9665
H 1.930 -2.686 -2.477 0.0 -0.3 -0.2 0.4815
H 1.863 -1.220 -2.106 0.1 0.7 -0.3 0.4951
O -2.184 3.000 0.535 0.3 0.6 0.2 -0.9669
H -2.552 2.116 0.543 -0.1 -0.6 0.0 0.4912
H -2.795 3.509 0.003 0.0 0.1 -0.2 0.4634
O 0.578 2.533 -0.527 0.9 0.0 0.5 -0.9822
H 1.037 2.043 -1.210 0.0 -0.1 -0.3 0.4646
H -0.348 2.343 -0.677 -0.7 0.3 0.0 0.5086
O -3.093 0.380 0.595 -0.4 0.2 -0.1 -0.9566
H -3.479 0.129 1.434 0.0 0.1 0.4 0.4788
H -2.746 -0.437 0.236 0.3 -0.2 -0.2 0.4821
O 1.037 1.838 2.624 0.0 -0.1 0.4 -0.9432
H 1.774 1.344 2.983 0.3 0.0 0.2 0.4569
H 1.215 1.888 1.685 -0.3 0.3 -0.7 0.4969
O -1.483 -0.605 -2.194 0.0 0.4 -0.6 -0.9714
H -1.554 -1.052 -1.351 -0.2 -0.4 0.4 0.4936
H -0.680 -0.953 -2.583 0.2 -0.1 -0.1 0.4762
O 2.502 0.788 -1.988 -0.2 -0.4 -0.1 -0.9556
H 2.923 0.645 -1.141 0.1 0.1 0.4 0.4763
H 3.100 1.369 -2.459 0.2 0.2 -0.3 0.4912
O 0.632 -2.228 1.980 -0.6 -0.1 0.0 -0.9816
H 1.528 -2.162 1.648 0.8 0.0 -0.3 0.5043
H 0.611 -3.062 2.449 0.0 -0.3 0.1 0.4792
O -1.775 -2.185 0.075 -0.4 -0.1 -0.4 -0.9706
H -0.864 -2.168 0.367 0.6 0.0 0.5 0.5084
H -2.284 -2.275 0.881 -0.1 -0.1 0.3 0.4864
```
Forces are in eV/Å.

Calculated values
LUMO (eV): -0.475
Spin multiplicity: 1
Energy above the lowest of the compared OMol25 structures with the same formula, charge and spin (kJ/mol): 57.7
HOMO-LUMO gap (hartree): 0.3493
Highest occupied orbital energy (eV): -10.0
Electronic energy (eV): -25039.566